DFT (the ωB97M-V functional and the def2-TZVPD basis) results for a 2-piece molecular cluster, C7H12ClN3O overall at a distorted geometry.

Electronic energy: -973.4965 hartree
Kohn-Sham gap (alpha / beta): 8.42 / 7.07 eV
HOMO energy (alpha / beta): -8.90 / -7.34 eV
Multiplicity: 1
Energy above the lowest of the compared OMol25 structures with the same formula, charge and spin: 1.644 eV

XYZ file:
```
24
C7H12ClN3O the ωB97M-V functional and the def2-TZVPD basis
C -0.90 0.92 0.86
C -0.59 1.59 -1.49
C -1.52 0.78 -0.54
C 1.11 0.63 -0.08
C -1.57 1.60 1.99
C 1.62 -1.93 -1.19
C 0.12 -2.18 0.68
N 0.38 0.79 1.02
N 0.68 1.25 -1.24
N 0.36 -1.68 -0.67
O -0.90 2.40 -2.33
Cl 2.76 0.46 0.05
H -1.58 -0.27 -0.80
H -2.55 1.11 -0.62
H -1.63 2.57 1.60
H -0.87 1.76 2.78
H -2.49 1.25 2.40
H 1.78 -2.88 -1.51
H 1.80 -1.18 -1.86
H 2.46 -1.80 -0.45
H 1.06 -2.11 1.23
H -0.59 -1.52 1.14
H -0.34 -3.23 0.77
H 1.38 1.68 -1.76
```